The following is a DFT calculation (ωB97M-V with the def2-TZVPD basis set) of one molecule with the formula C19H23N3O6S.

Computed properties:
gap between HOMO and LUMO	9.101	eV
energy above the lowest of the compared OMol25 structures with the same formula, charge and spin	12.4	kcal per mole
SMILES	CCOC(=O)N1CCN(C(=O)c2ccc(S(=O)(=O)NCc3ccco3)cc2)CC1

Geometry (Å):
C1 8.974 1.962 0.723
C2 8.458 1.047 -0.378
O1 7.269 0.363 0.020
C3 6.122 1.067 -0.094
O2 6.047 2.176 -0.567
N1 5.058 0.390 0.407
C4 3.726 0.921 0.221
C5 2.959 0.057 -0.791
N2 2.985 -1.321 -0.362
C6 1.916 -2.049 0.029
O3 2.009 -3.188 0.442
C7 0.578 -1.373 -0.092
C8 0.116 -0.555 0.936
C9 -1.148 0.002 0.858
C10 -1.938 -0.265 -0.242
S1 -3.581 0.438 -0.303
O4 -3.555 1.745 0.280
O5 -4.109 0.275 -1.628
N3 -4.366 -0.596 0.773
C11 -5.403 0.035 1.582
C12 -6.569 0.467 0.758
C13 -6.825 1.639 0.111
C14 -8.035 1.442 -0.598
C15 -8.419 0.165 -0.334
O6 -7.538 -0.438 0.483
C16 -1.498 -1.082 -1.265
C17 -0.233 -1.642 -1.188
C18 4.323 -1.852 -0.195
C19 5.088 -0.996 0.820
H1 9.911 2.413 0.411
H2 9.137 1.398 1.638
H3 8.250 2.750 0.916
H4 8.249 1.626 -1.283
H5 9.174 0.253 -0.600
H6 3.818 1.946 -0.139
H7 3.204 0.914 1.184
H8 1.931 0.404 -0.886
H9 3.453 0.131 -1.767
H10 0.744 -0.364 1.793
H11 -1.532 0.649 1.630
H12 -4.722 -1.390 0.259
H13 -4.939 0.907 2.042
H14 -5.713 -0.679 2.349
H15 -6.217 2.519 0.135
H16 -8.543 2.153 -1.216
H17 -9.266 -0.412 -0.650
H18 -2.148 -1.258 -2.107
H19 0.127 -2.289 -1.973
H20 4.233 -2.882 0.154
H21 4.840 -1.833 -1.160
H22 6.121 -1.326 0.900
H23 4.604 -1.076 1.800


The following is a DFT calculation (ωB97M-V with the def2-TZVPD basis set) of C19H23N5O2Pb as an isolated structure.

Computed properties:
gap between HOMO and LUMO (alpha / beta)	3.549 / 3.324	eV
energy above the lowest of the compared OMol25 structures with the same formula, charge and spin	0.0	kcal per mole
total charge	+4

Geometry (Å):
N1 -1.411 -1.088 -0.984
C1 -1.904 -1.690 -1.804
C2 -2.536 -2.433 -2.834
H1 -2.052 -2.231 -3.803
H2 -3.599 -2.154 -2.908
H3 -2.469 -3.512 -2.626
N2 -1.426 0.351 2.710
C3 -1.931 0.453 3.721
C4 -2.571 0.598 4.968
H4 -3.655 0.726 4.831
H5 -2.179 1.478 5.501
H6 -2.400 -0.293 5.593
N3 1.437 1.418 0.184
C5 2.342 2.046 -0.064
C6 3.469 2.851 -0.374
H7 4.248 2.731 0.394
H8 3.178 3.913 -0.419
H9 3.889 2.560 -1.351
Pb1 -0.348 0.058 0.708
C7 1.219 -0.200 2.356
O1 1.989 -0.296 3.187
C8 -0.856 -2.026 1.505
O2 -1.143 -3.053 1.902
C9 -3.144 1.687 -0.706
C10 -2.148 2.057 -1.583
C11 -1.135 2.951 -1.164
C12 -1.144 3.447 0.121
C13 -2.165 3.066 1.018
C14 -3.151 2.196 0.610
H10 -3.936 1.033 -1.008
H11 -2.134 1.705 -2.594
H12 -0.389 3.246 -1.873
H13 -0.402 4.143 0.453
H14 -2.164 3.487 2.002
H15 -3.950 1.911 1.264
C15 3.566 -3.948 -0.166
C16 2.728 -2.836 -0.529
C17 2.623 -2.148 -1.740
C18 1.666 -1.136 -1.601
N4 1.218 -1.235 -0.318
N5 1.863 -2.255 0.309
C19 1.236 -0.178 -2.606
H16 3.351 -4.802 -0.829
H17 4.624 -3.669 -0.296
H18 3.404 -4.251 0.862
H19 3.187 -2.359 -2.641
H20 1.683 -2.508 1.281
H21 2.113 0.406 -2.942
H22 0.837 -0.727 -3.478
H23 0.473 0.510 -2.241


The following is a DFT calculation (ωB97M-V with the def2-TZVPD basis set) of C19H23N5O2Tc as an isolated structure.

Computed properties:
gap between HOMO and LUMO (alpha / beta)	8.024 / 1.548	eV
<S²>	3.788
spin multiplicity	4
total charge	+4

Geometry (Å):
N1 1.409 3.987 -0.945
C1 1.064 4.960 -0.409
C2 0.718 6.215 0.220
H1 -0.376 6.346 0.231
H2 1.176 7.041 -0.351
H3 1.110 6.217 1.251
N2 3.318 -2.128 0.161
C3 4.139 -2.679 -0.452
C4 5.261 -3.432 -0.964
H4 5.756 -2.880 -1.776
H5 4.918 -4.390 -1.377
H6 5.966 -3.609 -0.133
N3 -3.081 -3.124 -1.017
C5 -4.095 -3.093 -0.446
C6 -5.371 -3.139 0.226
H7 -5.301 -3.827 1.083
H8 -6.140 -3.507 -0.473
H9 -5.650 -2.133 0.572
Tc1 1.002 -0.631 -0.418
C7 0.378 -2.143 0.560
O1 0.015 -3.034 1.216
C8 2.105 0.556 0.567
O2 2.766 1.268 1.240
C9 1.616 0.628 -2.553
C10 0.216 0.701 -2.466
C11 -0.547 -0.481 -2.462
C12 0.092 -1.728 -2.541
C13 1.477 -1.788 -2.746
C14 2.238 -0.611 -2.753
H10 2.219 1.537 -2.513
H11 -0.281 1.664 -2.390
H12 -1.630 -0.419 -2.384
H13 -0.488 -2.651 -2.489
H14 1.957 -2.751 -2.932
H15 3.312 -0.654 -2.945
C15 -0.899 0.574 4.584
C16 -1.075 0.691 3.125
C17 -2.024 1.310 2.320
C18 -1.650 1.067 0.988
N4 -0.519 0.326 0.986
N5 -0.204 0.120 2.275
C19 -2.360 1.530 -0.214
H16 -0.790 1.556 5.065
H17 -1.749 0.063 5.059
H18 0.003 -0.006 4.799
H19 -2.893 1.878 2.613
H20 0.610 -0.407 2.570
H21 -3.375 1.120 -0.216
H22 -2.445 2.621 -0.181
H23 -1.900 1.268 -1.165


The following is a DFT calculation (ωB97M-V with the def2-TZVPD basis set) of C19H24AsBrCrN4O2PS5 as an isolated structure.

Computed properties:
gap between HOMO and LUMO (alpha / beta)	6.332 / 6.460	eV
energy above the lowest of the compared OMol25 structures with the same formula, charge and spin	0.0	kcal per mole
<S²>	0.768
spin multiplicity	2

Geometry (Å):
Cr1 0.133 -0.430 -0.661
C1 4.426 -3.477 0.186
C2 3.412 -2.653 0.940
C3 3.548 -2.306 2.270
C4 2.550 -1.580 2.895
C5 1.451 -1.196 2.151
Br1 0.068 -0.312 3.092
N1 1.316 -1.449 0.858
C6 2.284 -2.190 0.287
H1 5.318 -3.643 0.787
H2 4.725 -2.980 -0.739
H3 4.014 -4.450 -0.084
H4 4.434 -2.598 2.825
H5 2.611 -1.306 3.938
H6 2.139 -2.396 -0.762
S1 -1.036 1.026 -2.288
As1 0.905 1.894 -1.760
S2 0.571 1.645 0.407
S3 2.044 0.055 -2.007
S4 1.473 3.697 -2.567
C7 -5.035 0.654 -0.024
N2 -4.755 -0.728 -0.642
C8 -5.051 -1.795 0.423
N3 -4.281 -1.552 1.591
C9 -4.547 -0.216 2.125
N4 -4.265 0.843 1.155
C10 -2.817 0.989 0.874
P1 -2.083 -0.551 0.176
C11 -3.333 -0.817 -1.150
C12 -2.835 -1.779 1.359
H7 -6.101 0.665 0.197
H8 -4.794 1.388 -0.789
H9 -5.384 -0.865 -1.432
H10 -4.812 -2.759 -0.023
H11 -6.118 -1.724 0.629
H12 -3.918 -0.061 2.999
H13 -5.594 -0.154 2.429
H14 -2.284 1.285 1.775
H15 -2.650 1.770 0.135
H16 -3.190 -1.796 -1.592
H17 -3.205 -0.058 -1.915
H18 -2.311 -1.749 2.313
H19 -2.698 -2.773 0.945
O1 -4.086 -7.689 -0.207
C13 -3.460 -6.794 0.596
O2 -3.574 -6.887 1.784
C14 -2.671 -5.715 -0.080
C15 -3.013 -5.193 -1.323
C16 -2.275 -4.155 -1.884
C17 -1.166 -3.614 -1.220
S5 -0.211 -2.331 -1.983
C18 -0.820 -4.176 0.016
C19 -1.568 -5.195 0.585
H20 -3.806 -7.554 -1.121
H21 -3.882 -5.570 -1.857
H22 -2.546 -3.751 -2.855
H23 0.044 -3.784 0.540
H24 -1.310 -5.600 1.557


The following is a DFT calculation (ωB97M-V with the def2-TZVPD basis set) of a 7-piece molecular cluster, C19H24Cl6N4O2 overall.

Computed properties:
gap between HOMO and LUMO	9.300	eV
energy above the lowest of the compared OMol25 structures with the same formula, charge and spin	0.0	kcal per mole
SMILES	C[N+](=O)[O-].c1ccncc1.c1ccncc1.c1ccncc1.ClCCl.ClCCl.ClCCl

Geometry (Å):
C1 -4.733 1.834 -2.394
N1 -3.254 2.090 -2.497
O1 -2.653 2.245 -1.456
O2 -2.773 2.081 -3.675
H1 -5.065 1.921 -3.428
H2 -5.131 2.655 -1.799
H3 -5.022 0.825 -2.100
C2 0.249 -6.142 0.906
C3 0.739 -4.896 0.543
C4 -0.140 -3.785 0.846
N2 -1.314 -4.001 1.473
C5 -1.787 -5.237 1.699
C6 -0.990 -6.348 1.526
H4 0.803 -6.981 0.513
H5 1.640 -4.615 0.018
H6 0.185 -2.787 0.591
H7 -2.803 -5.425 2.013
H8 -1.404 -7.338 1.654
C7 5.495 -2.048 1.338
C8 5.707 -1.209 0.276
C9 4.699 -0.395 -0.278
N3 3.517 -0.290 0.370
C10 3.336 -1.099 1.462
C11 4.276 -2.021 1.972
H9 6.236 -2.799 1.569
H10 6.597 -1.256 -0.332
H11 4.896 0.256 -1.118
H12 2.398 -0.972 1.984
H13 4.011 -2.633 2.822
C12 1.636 2.382 -3.825
C13 2.234 2.559 -2.562
C14 1.604 3.416 -1.651
N4 0.380 3.925 -1.956
C15 -0.169 3.756 -3.152
C16 0.385 2.939 -4.130
H14 2.147 1.802 -4.580
H15 3.212 2.157 -2.342
H16 2.017 3.706 -0.696
H17 -1.165 4.172 -3.155
H18 -0.052 2.783 -5.106
Cl1 -0.002 -0.280 1.343
C17 -0.176 1.442 0.862
Cl2 -0.959 2.332 2.096
H19 0.856 1.774 0.754
H20 -0.689 1.510 -0.098
Cl3 -3.697 5.416 3.508
C18 -2.064 5.268 4.121
Cl4 -1.947 6.100 5.666
H21 -1.779 4.225 4.264
H22 -1.342 5.754 3.464
Cl5 -3.457 -2.010 -1.177
C19 -3.530 -1.752 0.631
Cl6 -5.129 -1.239 1.170
H23 -3.333 -2.672 1.180
H24 -2.696 -1.094 0.875


no.,calculated total energy (hartree)
1,-1751.7220
2,-1353.0984
3,-1241.0528
4,-9294.5147
5,-3868.8811